w.
The molecule C4H7NO. Source: the Open Molecules 2025 dataset; level of theory: ωB97M-V/def2-TZVPD.

The geometry in XYZ format:
```
13
C4H7NO, DFT ωB97M-V/def2-TZVPD
C -1.324 -0.125 0.637
C -0.301 -0.748 -0.298
C 0.362 0.070 -1.356
N 1.110 -0.399 -0.220
C 1.629 0.471 0.726
O 2.086 1.565 0.493
H -0.868 0.261 1.555
H -2.066 -0.872 0.931
H -1.852 0.707 0.157
H -0.458 -1.802 -0.514
H 0.616 -0.380 -2.312
H 0.145 1.138 -1.388
H 1.645 0.024 1.735
```

Summary:
SMILES	C[C@H]1CN1C=O
HOMO level	-9.82	eV
spin multiplicity	1

x.
The molecule C4H7NO. Source: the Open Molecules 2025 dataset; level of theory: ωB97M-V/def2-TZVPD.

The geometry in XYZ format:
```
13
C4H7NO, DFT ωB97M-V/def2-TZVPD
C 0.358 1.031 1.359
N 0.497 -0.415 1.552
C 0.930 0.178 0.298
C 0.171 -0.084 -0.979
C -2.055 -1.003 -1.238
O -1.250 -0.138 -0.697
H -0.638 1.436 1.197
H 1.015 1.642 1.974
H -0.411 -0.861 1.433
H 2.010 0.176 0.150
H 0.329 0.724 -1.699
H -1.419 -1.648 -1.914
H 0.462 -1.037 -1.436
```

Summary:
HOMO level	-8.86	eV
spin multiplicity	1

Of them, x has the lowest stability.

w.
The molecule C4H7NO. Source: the Open Molecules 2025 dataset; level of theory: ωB97M-V/def2-TZVPD.

The geometry in XYZ format:
```
13
C4H7NO, DFT ωB97M-V/def2-TZVPD
C -1.283 -0.258 -1.139
C -0.047 -0.064 -0.308
C 1.183 0.256 -1.030
O 1.316 0.354 -2.251
C -0.167 -0.105 1.024
N 0.763 -0.008 1.982
H -2.171 -0.053 -0.455
H -1.446 -1.346 -1.604
H -1.294 0.463 -2.023
H 2.074 0.448 -0.362
H -1.183 -0.136 1.487
H 1.742 0.161 1.743
H 0.513 0.288 2.936
```

Summary:
SMILES	C/C(C=O)=C/N
HOMO level	-8.51	eV
spin multiplicity	1

x.
The molecule C4H7NO. Source: the Open Molecules 2025 dataset; level of theory: ωB97M-V/def2-TZVPD.

The geometry in XYZ format:
```
13
C4H7NO, DFT ωB97M-V/def2-TZVPD
C 0.442 0.450 1.456
C 0.447 -0.448 0.208
C -0.946 -0.754 -0.379
O -1.082 0.206 -1.445
C 0.185 0.630 -1.671
N 1.118 0.279 -0.890
H 1.241 0.179 2.152
H -0.510 0.402 1.994
H 0.613 1.487 1.154
H 0.979 -1.381 0.415
H -1.779 -0.627 0.315
H -0.993 -1.755 -0.826
H 0.295 1.282 -2.532
```

Summary:
SMILES	C[C@H]1COC=N1
HOMO level	-9.66	eV
spin multiplicity	1

Of them, w has the lowest stability.

w.
The molecule C4H7NO. Source: the Open Molecules 2025 dataset; level of theory: ωB97M-V/def2-TZVPD.

The geometry in XYZ format:
```
13
C4H7NO, DFT ωB97M-V/def2-TZVPD
C 1.282 -1.155 -0.278
C 0.590 0.182 -0.341
C -0.737 0.365 -1.042
N -0.637 0.290 0.373
C -1.174 0.844 1.491
O -2.320 1.211 1.613
H 1.971 -1.183 0.574
H 1.845 -1.365 -1.192
H 0.529 -1.936 -0.128
H 1.235 1.065 -0.356
H -0.940 1.333 -1.499
H -1.201 -0.485 -1.539
H -0.443 0.835 2.324
```

Summary:
SMILES	C[C@H]1CN1C=O
HOMO level	-9.71	eV
spin multiplicity	1

x.
The molecule C4H7NO. Source: the Open Molecules 2025 dataset; level of theory: ωB97M-V/def2-TZVPD.

The geometry in XYZ format:
```
13
C4H7NO, DFT ωB97M-V/def2-TZVPD
C -0.811 -1.257 -0.405
N 0.396 -0.511 -0.045
C 0.444 0.732 1.538
C -0.008 1.027 0.278
C 0.828 0.526 -1.040
O 0.276 0.650 -2.148
H -1.467 -1.392 0.459
H -0.459 -2.241 -0.731
H -1.337 -0.780 -1.237
H -0.192 0.781 2.425
H 1.491 0.496 1.705
H -1.037 1.298 0.073
H 1.898 0.723 -0.863
```

Summary:
HOMO level	-8.29	eV
spin multiplicity	1

Of them, x has the lowest stability.

w.
The molecule C6H16N2. Source: the Open Molecules 2025 dataset; level of theory: ωB97M-V/def2-TZVPD.

The geometry in XYZ format:
```
24
C6H16N2, DFT ωB97M-V/def2-TZVPD
C -1.097 -1.593 2.696
C -0.956 -0.603 1.572
N -0.432 0.626 2.375
C -0.235 -0.855 0.255
C -0.796 0.215 -0.687
C 0.207 0.681 -1.791
C 1.780 0.266 -1.779
N 2.455 1.357 -2.740
H -1.104 -2.650 2.559
H -0.433 -1.179 3.474
H -2.141 -1.690 3.052
H -1.993 -0.507 1.342
H -1.246 1.258 2.301
H 0.318 1.163 2.037
H 0.921 -0.822 0.410
H -0.381 -1.817 -0.242
H -1.285 1.101 -0.138
H -1.593 -0.188 -1.390
H 0.057 1.706 -1.966
H -0.179 0.125 -2.663
H 1.884 -0.679 -2.148
H 2.274 0.481 -0.839
H 1.699 1.272 -3.386
H 2.278 2.331 -2.305
```

Summary:
SMILES	C[C@@H](N)CCCCN
HOMO level	-9.48	eV
spin multiplicity	1

x.
The molecule C6H16N2. Source: the Open Molecules 2025 dataset; level of theory: ωB97M-V/def2-TZVPD.

The geometry in XYZ format:
```
24
C6H16N2, DFT ωB97M-V/def2-TZVPD
C -2.688 1.909 0.416
C -1.805 0.959 1.231
C -1.059 -0.050 0.355
N 0.211 0.356 -0.246
C -0.106 1.401 -1.318
C 1.036 -0.748 -0.702
C 1.939 -1.408 0.491
N 2.601 -2.433 -0.171
H -2.985 2.905 0.892
H -3.682 1.424 0.180
H -2.361 2.268 -0.623
H -1.152 1.643 1.888
H -2.563 0.475 1.847
H -0.707 -0.846 0.989
H -1.878 -0.348 -0.272
H -0.136 2.423 -0.781
H 0.623 1.322 -2.106
H -1.099 1.277 -1.784
H 0.697 -1.830 -1.084
H 1.775 -0.363 -1.436
H 1.372 -1.679 1.468
H 2.639 -0.705 0.881
H 3.608 -2.396 -0.108
H 2.268 -3.409 0.129
```

Summary:
SMILES	CCCN(C)CCN
HOMO level	-8.35	eV
spin multiplicity	1

Of them, w has the lowest stability.

w.
A 2-piece molecular cluster, C3H5N3 overall. Source: the Open Molecules 2025 dataset; level of theory: ωB97M-V/def2-TZVPD.

The geometry in XYZ format:
```
11
C3H5N3, DFT ωB97M-V/def2-TZVPD
C -1.813 -0.668 0.003
C -0.393 -0.386 -0.298
N 0.694 -0.860 -0.249
N 1.866 -1.253 -0.388
N 2.329 1.743 0.242
C 1.247 2.117 0.087
H -2.166 0.012 0.785
H -2.412 -0.468 -0.890
H -1.990 -1.700 0.326
H 2.401 -0.977 0.439
H 0.236 2.440 -0.059
```

Summary:
HOMO level	-8.51	eV
spin multiplicity	1

x.
The molecule C3H5N3. Source: the Open Molecules 2025 dataset; level of theory: ωB97M-V/def2-TZVPD.

The geometry in XYZ format:
```
11
C3H5N3, DFT ωB97M-V/def2-TZVPD
N -1.714 -0.571 -0.220
C -0.415 -0.047 -0.043
C 0.791 -0.849 -0.175
N 1.953 -0.351 0.033
N 0.964 1.983 0.471
C 0.019 1.207 0.283
H -2.304 -0.026 -0.835
H -2.206 -0.760 0.645
H 0.597 -1.890 -0.459
H 2.699 -1.027 -0.101
H -0.383 2.330 0.400
```

Summary:
HOMO level	-7.99	eV
spin multiplicity	1

Of them, x has the lowest stability.

w.
The molecule C3H5N3. Source: the Open Molecules 2025 dataset; level of theory: ωB97M-V/def2-TZVPD.

The geometry in XYZ format:
```
11
C3H5N3, DFT ωB97M-V/def2-TZVPD
N 1.545 -0.009 1.129
C 0.343 0.153 0.502
C 0.211 0.050 -0.963
C -1.029 -0.465 -1.111
N -1.762 -0.037 0.048
N -0.800 0.125 1.107
H 2.397 0.198 0.641
H 1.568 -0.041 2.136
H 0.886 0.471 -1.691
H -1.371 -1.385 -1.584
H -1.988 0.941 -0.214
```

Summary:
SMILES	Nc1cc[nH]n1
HOMO level	-8.49	eV
spin multiplicity	1

x.
The molecule C3H5N3. Source: the Open Molecules 2025 dataset; level of theory: ωB97M-V/def2-TZVPD.

The geometry in XYZ format:
```
11
C3H5N3, DFT ωB97M-V/def2-TZVPD
N -1.757 -0.152 0.319
C -0.425 -0.158 -0.213
C 0.600 -1.188 0.128
C 1.744 -0.377 0.206
N 1.527 0.961 0.102
N 0.268 1.132 -0.065
H -1.843 -0.894 1.005
H -2.450 -0.315 -0.400
H -0.405 -0.332 -1.310
H 2.769 -0.684 0.381
H -0.108 2.063 -0.189
```

Summary:
HOMO level	-8.55	eV
spin multiplicity	1

Of them, x has the lowest stability.